Entry 1:
{"formula": "C50H43BrCl2N8O5S6Ti", "method": "the ωB97M-V functional and the def2-TZVPD basis", "symbols": ["Ti", "Cl", "C", "C", "C", "C", "C", "Cl", "C", "S", "H", "H", "H", "C", "O", "C", "C", "C", "C", "C", "C", "N", "C", "N", "C", "C", "C", "C", "C", "C", "O", "C", "N", "C", "C", "C", "C", "C", "C", "O", "C", "H", "H", "H", "H", "H", "H", "H", "H", "H", "H", "H", "H", "H", "H", "H", "H", "H", "H", "H", "H", "H", "H", "C", "C", "N", "C", "C", "N", "C", "N", "N", "N", "C", "C", "C", "C", "C", "C", "H", "H", "H", "H", "H", "H", "H", "H", "H", "H", "H", "C", "S", "C", "C", "S", "S", "C", "S", "S", "H", "H", "H", "Br", "C", "C", "C", "C", "C", "C", "C", "O", "O", "H", "H", "H", "H"], "xyz": [[-0.6526, -0.0036, 0.6424], [-1.1054, 0.1025, 3.2991], [-2.2374, 1.2305, 4.0459], [-2.2213, 1.2175, 5.4286], [-3.0851, 2.0520, 6.1212], [-3.9295, 2.8764, 5.3918], [-3.9050, 2.8631, 4.0126], [-4.9898, 3.9566, 3.2001], [-3.0586, 2.0346, 3.2373], [-3.0507, 2.0459, 1.5203], [-1.5401, 0.5605, 5.9469], [-3.0978, 2.0611, 7.2002], [-4.6188, 3.5425, 5.8915], [-0.1423, -7.5603, 2.2374], [0.4829, -6.3011, 2.3402], [1.4655, -6.0074, 1.4309], [2.0611, -6.9312, 0.5910], [3.0234, -6.5140, -0.3227], [3.3710, -5.1808, -0.3974], [2.7757, -4.2479, 0.4454], [1.8329, -4.6517, 1.3743], [1.1511, -3.7851, 2.2677], [0.9621, -2.4483, 1.8849], [2.0557, -1.6663, 2.0208], [2.4159, -0.6860, 1.0488], [1.4798, -0.1195, 0.2022], [2.0123, 0.6244, -0.8694], [3.3619, 0.8472, -1.0163], [4.2793, 0.3345, -0.0915], [3.8048, -0.4533, 0.9332], [4.5949, -1.0944, 1.8683], [5.9914, -0.9476, 1.7293], [-0.1778, -1.9917, 1.4683], [-1.1353, -3.0008, 1.1271], [-2.0449, -3.4981, 2.0347], [-2.9696, -4.4634, 1.6433], [-2.9755, -4.9035, 0.3337], [-2.0748, -4.3921, -0.5996], [-1.1475, -3.4391, -0.2027], [-0.2495, -2.8243, -1.0035], [-0.3624, -2.9904, -2.4094], [-0.9743, -7.5421, 2.9382], [0.5455, -8.3681, 2.5066], [-0.5229, -7.7242, 1.2247], [1.7741, -7.9717, 0.6358], [3.4823, -7.2372, -0.9814], [4.0949, -4.8429, -1.1241], [3.0337, -3.2057, 0.3414], [0.2911, -4.2226, 2.5816], [2.8368, -2.1292, 2.4658], [1.3461, 1.0216, -1.6265], [3.7226, 1.4295, -1.8530], [5.3334, 0.5350, -0.2031], [6.4437, -1.5575, 2.5089], [6.2914, 0.0966, 1.8617], [6.3289, -1.2976, 0.7491], [-2.0426, -3.1065, 3.0451], [-3.6877, -4.8427, 2.3551], [-3.7033, -5.6348, 0.0117], [-2.1115, -4.7194, -1.6272], [0.3490, -2.2955, -2.8486], [-1.3587, -2.7138, -2.7504], [-0.1301, -4.0213, -2.6961], [0.7022, 2.8245, 2.8198], [0.1774, 3.0692, 1.4530], [-0.1031, 2.1669, 0.5415], [-0.4906, 2.8471, -0.5949], [-0.4582, 4.1749, -0.3503], [-0.0259, 4.3140, 0.9561], [0.1377, 5.5658, 1.6407], [1.5156, 5.9822, 1.7454], [2.1290, 6.0217, 2.9465], [3.3260, 6.4535, 2.8154], [3.5396, 6.7209, 1.4780], [4.6744, 7.2107, 0.8174], [4.5824, 7.3722, -0.5407], [3.3942, 7.0539, -1.2440], [2.2742, 6.5748, -0.6109], [2.3735, 6.4217, 0.7793], [1.1455, 1.8293, 2.8581], [-0.0966, 2.8806, 3.5636], [1.4661, 3.5553, 3.0839], [-0.7471, 2.3280, -1.5048], [-0.7125, 5.0196, -0.9598], [-0.2576, 5.5226, 2.6584], [-0.4172, 6.3180, 1.0726], [5.5755, 7.4431, 1.3629], [5.4331, 7.7419, -1.0958], [3.3757, 7.1821, -2.3171], [1.3843, 6.3113, -1.1609], [-3.0125, -0.9676, -5.7719], [-1.4801, -1.9153, -5.9051], [-0.3814, -0.6661, -6.4423], [0.1167, 0.3479, -5.6775], [-0.1694, 0.7536, -4.0274], [1.2112, 1.3896, -6.5661], [1.1479, 0.6444, -8.1151], [1.9988, 1.1765, -9.4433], [0.1074, -0.7107, -8.1176], [-3.7975, -1.6490, -5.4478], [-3.2821, -0.5373, -6.7350], [-2.8867, -0.1830, -5.0312], [-5.3714, -1.8514, -0.2351], [-4.9829, -0.4218, -1.4160], [-6.0464, 0.0569, -2.1647], [-5.8478, 1.0729, -3.0887], [-4.5795, 1.5947, -3.2920], [-3.5171, 1.1017, -2.5536], [-3.7076, 0.1085, -1.5956], [-2.5241, -0.2735, -0.7935], [-2.5988, -0.8412, 0.3220], [-1.3530, 0.0684, -1.2024], [-7.0272, -0.3728, -2.0187], [-6.6901, 1.4426, -3.6572], [-4.4069, 2.3704, -4.0252], [-2.5099, 1.4584, -2.7351]], "forces_ev_per_a": [[0.408, 0.569, 0.697], [-0.136, -0.157, 0.058], [0.246, -0.128, 0.018], [-0.162, 0.177, 0.009], [0.090, -0.091, -0.127], [-0.001, 0.004, 0.067], [-0.135, 0.138, -0.061], [0.011, -0.022, -0.003], [-0.004, 0.025, -0.062], [0.207, -0.128, 0.041], [0.050, -0.057, 0.042], [-0.001, -0.002, 0.067], [-0.005, 0.021, 0.012], [-0.065, -0.100, -0.035], [0.199, 0.180, -0.064], [-0.034, 0.011, 0.017], [-0.070, 0.012, 0.092], [0.031, 0.011, -0.023], [-0.018, 0.002, 0.018], [0.008, -0.057, -0.005], [-0.152, -0.098, 0.108], [-0.039, 0.152, 0.022], [0.040, 0.105, 0.174], [-0.042, -0.156, -0.056], [0.235, -0.149, 0.025], [0.028, -0.022, 0.221], [-0.167, 0.001, -0.016], [0.110, -0.032, 0.047], [-0.130, 0.012, -0.016], [-0.167, -0.125, 0.087], [-0.142, 0.055, -0.088], [0.005, 0.018, 0.000], [0.180, -0.290, -0.143], [-0.061, -0.008, 0.119], [-0.020, 0.001, 0.025], [0.064, 0.045, -0.025], [0.051, 0.045, -0.072], [0.033, 0.020, 0.077], [-0.029, 0.117, -0.165], [-0.019, -0.123, 0.227], [0.059, 0.005, -0.050], [0.031, -0.026, -0.026], [-0.043, 0.013, -0.005], [0.005, -0.009, 0.042], [-0.006, -0.012, -0.008], [0.018, -0.033, -0.028], [0.048, 0.009, -0.044], [0.013, 0.098, -0.005], [0.077, 0.042, -0.060], [-0.042, 0.100, -0.014], [-0.015, 0.053, 0.023], [0.026, 0.024, -0.058], [0.066, 0.001, -0.014], [-0.011, 0.031, -0.024], [0.013, -0.043, -0.010], [0.008, 0.006, 0.030], [-0.001, 0.018, 0.009], [-0.051, -0.032, 0.043], [-0.046, -0.060, -0.019], [0.002, -0.026, -0.064], [-0.028, -0.029, -0.029], [-0.092, -0.012, -0.066], [-0.015, 0.059, -0.035], [0.007, -0.101, 0.069], [0.202, -0.053, 0.089], [-0.049, -0.050, -0.161], [0.002, 0.053, -0.103], [0.028, -0.087, 0.018], [-0.128, -0.075, -0.186], [-0.123, 0.147, 0.028], [0.247, 0.179, -0.073], [0.038, -0.001, 0.224], [-0.156, -0.036, -0.119], [0.027, 0.016, 0.067], [-0.162, -0.065, 0.055], [-0.152, -0.038, -0.130], [0.153, 0.048, 0.036], [0.051, 0.002, 0.166], [-0.035, -0.082, -0.162], [-0.044, 0.085, 0.008], [-0.003, -0.015, -0.003], [-0.002, 0.000, -0.007], [-0.014, 0.050, 0.059], [-0.029, 0.101, -0.074], [0.077, -0.052, -0.145], [0.036, -0.090, 0.134], [0.071, 0.011, 0.061], [0.016, 0.008, -0.030], [-0.001, 0.005, -0.042], [-0.048, -0.017, -0.032], [-0.037, 0.058, -0.019], [0.018, -0.023, -0.002], [0.014, 0.031, 0.185], [-0.089, 0.096, 0.351], [0.002, -0.261, -0.414], [0.091, 0.197, -0.035], [0.138, 0.052, -0.167], [-0.092, -0.057, 0.131], [-0.018, -0.098, -0.163], [-0.025, -0.054, 0.025], [0.001, -0.016, -0.018], [0.035, 0.056, 0.055], [0.062, 0.027, 0.008], [-0.152, -0.022, -0.034], [-0.011, 0.036, -0.039], [0.049, -0.038, 0.042], [0.039, -0.081, 0.065], [-0.008, 0.084, -0.125], [0.049, -0.052, -0.004], [0.012, -0.308, -0.078], [0.016, -0.173, -0.151], [-0.367, 0.433, -0.219], [-0.013, 0.015, -0.006], [-0.038, 0.019, -0.028], [-0.015, 0.005, -0.026], [-0.081, -0.022, 0.028]], "total_charge": -1, "homo_ha": -0.154, "multiplicity": 2, "homo_lumo_gap_ev": 6.05}

Entry 2:
{"formula": "C50H44CrF4N6O2P2", "method": "the ωB97M-V functional and the def2-TZVPD basis", "symbols": ["Cr", "C", "N", "C", "C", "C", "N", "C", "C", "F", "C", "F", "C", "C", "F", "C", "F", "H", "H", "H", "H", "H", "H", "H", "H", "H", "H", "H", "C", "O", "C", "C", "C", "C", "C", "C", "N", "N", "C", "C", "C", "C", "O", "C", "N", "C", "C", "C", "C", "H", "H", "H", "H", "H", "H", "H", "H", "H", "H", "H", "H", "N", "P", "C", "C", "C", "C", "C", "C", "C", "C", "C", "C", "C", "C", "P", "C", "C", "C", "C", "C", "C", "C", "C", "C", "C", "C", "C", "H", "H", "H", "H", "H", "H", "H", "H", "H", "H", "H", "H", "H", "H", "H", "H", "H", "H", "H", "H", "H"], "xyz": [[-0.7946, 0.0771, -0.3639], [2.0098, 1.2043, -0.1116], [0.8159, 1.3331, -0.9711], [0.4678, 2.7633, -1.0654], [1.1289, 0.8079, -2.3217], [1.1759, -0.7106, -2.2922], [0.0720, -1.1582, -1.4392], [-0.2989, -2.4979, -1.3939], [-1.5077, -2.7757, -0.7547], [-2.2141, -1.6933, -0.3115], [-2.0021, -4.0436, -0.5708], [-3.1600, -4.2095, 0.0615], [-1.2936, -5.1300, -1.0504], [-0.1067, -4.8845, -1.7076], [0.6017, -5.9012, -2.1891], [0.3937, -3.6026, -1.8830], [1.5645, -3.4554, -2.5120], [2.8455, 1.7658, -0.5442], [2.2900, 0.1563, -0.0211], [1.7917, 1.5975, 0.8786], [1.3298, 3.3342, -1.4260], [0.1825, 3.1305, -0.0811], [-0.3619, 2.9088, -1.7533], [2.0773, 1.2224, -2.6783], [0.3428, 1.1471, -2.9931], [2.1244, -1.0744, -1.8916], [1.0832, -1.0955, -3.3095], [-1.6591, -6.1388, -0.9203], [1.5200, 5.9462, -4.3382], [0.4581, 5.5255, -5.1755], [-0.7863, 5.4823, -4.6412], [-1.8187, 5.1721, -5.5263], [-3.1203, 5.1212, -5.0751], [-3.4088, 5.3155, -3.7265], [-2.3878, 5.6543, -2.8524], [-1.0766, 5.7478, -3.3065], [-4.8019, 5.2633, -3.3620], [-5.2094, 4.6089, -2.3904], [-4.3108, 3.7807, -1.6249], [-4.1799, 4.0036, -0.2838], [-3.3208, 3.2262, 0.5254], [-2.6109, 2.1945, -0.0297], [-1.7864, 1.3747, 0.6263], [-2.7852, 1.9246, -1.4109], [-2.0462, 0.8786, -1.8799], [-2.2093, 0.5057, -3.1308], [-3.0963, 1.1588, -4.0018], [-3.8021, 2.2434, -3.5576], [-3.6496, 2.6746, -2.2215], [2.4126, 5.9393, -4.9555], [1.6567, 5.2608, -3.4965], [1.3497, 6.9560, -3.9585], [-1.5775, 5.0093, -6.5685], [-3.9353, 4.9276, -5.7624], [-2.6044, 5.8734, -1.8165], [-0.3006, 6.0459, -2.6154], [-4.7366, 4.8203, 0.1597], [-3.2286, 3.4342, 1.5839], [-1.6162, -0.3364, -3.4692], [-3.2031, 0.7986, -5.0151], [-4.4884, 2.7585, -4.2167], [0.8512, -2.2828, 1.7769], [-0.1306, -0.8903, 1.8397], [0.6527, 0.1598, 3.0922], [1.4769, -0.3816, 4.0751], [2.0245, 0.4397, 5.0484], [1.7385, 1.7989, 5.0540], [0.8989, 2.3386, 4.0894], [0.3575, 1.5226, 3.1066], [-1.5802, -1.6001, 2.6924], [-2.8333, -1.0089, 2.5318], [-3.9370, -1.5217, 3.1966], [-3.8033, -2.6287, 4.0228], [-2.5575, -3.2131, 4.1970], [-1.4484, -2.6979, 3.5420], [2.3487, -2.3861, 0.8742], [3.5801, -2.0523, 2.1835], [4.3552, -0.9062, 2.0441], [5.2590, -0.5371, 3.0342], [5.3899, -1.3194, 4.1695], [4.6260, -2.4747, 4.3139], [3.7283, -2.8399, 3.3258], [2.4445, -4.2040, 0.7192], [1.7746, -5.1208, 1.5301], [1.9322, -6.4853, 1.3295], [2.7716, -6.9504, 0.3272], [3.4500, -6.0479, -0.4792], [3.2802, -4.6848, -0.2885], [0.2756, -3.1053, 1.6386], [1.7002, -1.4405, 4.0702], [2.6762, 0.0170, 5.8023], [2.1673, 2.4378, 5.8154], [0.6634, 3.3951, 4.1044], [-0.3151, 1.9343, 2.3623], [-2.9425, -0.1424, 1.8946], [-4.9052, -1.0561, 3.0654], [-4.6677, -3.0320, 4.5340], [-2.4440, -4.0676, 4.8517], [-0.4763, -3.1439, 3.7159], [4.2521, -0.2941, 1.1540], [5.8569, 0.3573, 2.9169], [6.0936, -1.0385, 4.9426], [4.7410, -3.0920, 5.1962], [3.1421, -3.7443, 3.4395], [1.1363, -4.7877, 2.3413], [1.4061, -7.1858, 1.9658], [2.8953, -8.0146, 0.1742], [4.1013, -6.4049, -1.2663], [3.7953, -3.9845, -0.9369]], "forces_ev_per_a": [[0.019, 0.047, -0.003], [-0.062, 0.018, 0.000], [0.017, -0.004, 0.009], [0.024, -0.013, 0.013], [-0.002, -0.005, 0.032], [-0.046, -0.038, 0.047], [0.043, -0.077, -0.046], [0.039, 0.114, 0.015], [0.021, -0.022, -0.039], [-0.070, 0.072, 0.012], [0.034, -0.001, -0.006], [-0.070, -0.003, 0.035], [-0.014, -0.048, 0.013], [-0.013, 0.022, 0.017], [0.042, -0.063, -0.032], [-0.020, 0.003, 0.041], [0.063, 0.033, -0.083], [-0.001, 0.001, 0.001], [-0.023, 0.011, -0.026], [-0.016, 0.000, 0.021], [-0.001, 0.002, -0.004], [0.004, -0.009, 0.002], [-0.011, -0.007, -0.009], [0.012, 0.006, -0.008], [-0.022, 0.015, -0.013], [0.006, -0.011, 0.008], [-0.008, -0.018, -0.029], [0.006, 0.018, -0.003], [-0.005, -0.013, 0.004], [0.020, 0.000, 0.004], [0.016, 0.013, 0.013], [-0.040, -0.010, -0.029], [0.003, -0.002, -0.035], [-0.056, -0.030, 0.030], [-0.023, -0.015, 0.008], [-0.015, 0.004, 0.035], [-0.018, -0.114, 0.185], [0.153, 0.100, -0.145], [-0.034, 0.075, -0.107], [0.027, 0.027, 0.091], [-0.063, 0.077, 0.052], [0.126, -0.138, 0.056], [-0.138, 0.054, 0.000], [0.039, -0.039, -0.060], [-0.035, 0.043, 0.011], [0.008, 0.019, -0.008], [0.009, -0.026, -0.016], [-0.023, -0.007, -0.002], [0.047, -0.029, -0.034], [0.012, 0.000, -0.012], [0.002, 0.001, -0.001], [-0.005, 0.006, 0.001], [-0.006, 0.002, 0.016], [0.021, 0.002, 0.002], [-0.022, -0.013, 0.027], [-0.021, -0.008, -0.008], [0.009, -0.017, 0.003], [-0.006, 0.002, -0.023], [-0.007, -0.006, 0.003], [0.002, 0.003, 0.008], [0.009, -0.019, 0.013], [0.020, 0.054, -0.142], [0.029, -0.028, -0.052], [-0.001, 0.008, 0.043], [-0.011, -0.018, -0.008], [0.000, 0.020, -0.008], [0.025, -0.022, 0.016], [-0.006, -0.018, -0.025], [-0.025, 0.009, 0.006], [-0.038, 0.092, -0.012], [0.036, -0.037, 0.016], [0.004, -0.012, 0.016], [-0.016, 0.032, -0.031], [0.036, -0.009, -0.002], [0.007, -0.035, 0.068], [-0.011, -0.037, 0.038], [-0.029, -0.019, 0.042], [0.014, 0.004, -0.001], [-0.010, -0.005, 0.002], [-0.003, 0.002, -0.004], [0.003, -0.014, -0.007], [0.066, -0.009, -0.037], [0.016, -0.011, -0.006], [-0.005, -0.006, 0.003], [-0.006, 0.014, 0.000], [0.007, 0.005, -0.008], [-0.001, 0.002, 0.016], [0.003, -0.011, -0.001], [-0.002, -0.047, 0.063], [-0.038, 0.069, 0.019], [-0.009, 0.000, -0.008], [-0.007, -0.007, -0.002], [0.003, -0.010, -0.003], [0.026, -0.005, -0.016], [-0.004, 0.027, -0.020], [0.010, -0.008, -0.002], [0.010, 0.008, -0.002], [-0.003, 0.012, -0.006], [-0.015, 0.012, -0.007], [0.018, -0.019, 0.027], [-0.002, -0.007, 0.002], [-0.005, -0.001, -0.006], [-0.004, 0.009, -0.015], [-0.004, 0.004, 0.004], [-0.001, 0.012, -0.012], [0.006, 0.011, -0.008], [-0.003, 0.009, 0.000], [-0.008, 0.007, 0.009], [-0.004, -0.010, 0.015]], "total_charge": 1, "homo_ha": [-0.368, -0.371], "multiplicity": 2, "homo_lumo_gap_ev": [6.64, 7.25]}

The energy results, record by record, are as follows: -257924.7509; -123463.5355 eV.